C5H7N3 | the ωB97M-V functional and the def2-TZVPD basis

Cartesian coordinates (Å):
C1 -1.94 -1.55 1.01
C2 -0.72 -0.53 0.65
C3 0.33 -1.21 0.10
N1 1.39 -0.59 -0.72
N2 1.86 0.73 -0.24
C4 0.91 1.58 -0.16
N3 -0.43 1.60 -0.67
C5 -1.07 0.61 -0.18
H1 -2.75 -1.75 0.26
H2 -2.55 -1.25 2.01
H3 -1.59 -2.52 1.12
H4 0.72 -2.21 0.45
H5 2.29 -0.97 -0.53
H6 1.20 2.58 0.12
H7 -2.16 0.59 -0.60

Properties
SMILES = CC1=CNN=CN=C1
Total energy = -358.8474 Eh
LUMO level = 0.2 eV
HOMO level = -8.93 eV
Gap between HOMO and LUMO = 9.11 eV


C5H11NOS | the ωB97M-V functional and the def2-TZVPD basis

Cartesian coordinates (Å):
C1 1.53 -0.53 0.63
N1 0.48 0.13 -0.18
C2 -0.89 0.01 0.31
C3 -1.77 1.14 -0.24
S1 -3.53 0.71 -0.04
C4 -1.37 -1.29 -0.35
O1 -1.00 -2.37 0.03
C5 2.96 -0.19 0.17
H1 1.41 -0.29 1.72
H2 1.32 -1.61 0.52
H3 0.70 1.13 -0.29
H4 -1.03 0.02 1.39
H5 -1.66 2.10 0.26
H6 -1.47 1.33 -1.27
H7 -3.57 1.25 -1.81
H8 -2.01 -1.26 -1.24
H9 3.64 -0.89 0.67
H10 3.18 0.78 0.62
H11 3.09 -0.15 -0.90

Properties
Total energy = -725.1879 Eh
LUMO level = -0.8 eV
HOMO level = -9.03 eV
Gap between HOMO and LUMO = 8.19 eV


C3H5N2 | the ωB97M-V functional and the def2-TZVPD basis

Cartesian coordinates (Å):
C1 -1.41 -0.47 0.04
C2 -0.04 -1.12 -0.03
C3 0.37 1.22 -0.04
N1 -1.80 0.61 0.04
N2 0.78 0.06 0.07
H1 -0.01 -1.93 0.81
H2 0.08 -1.60 -0.99
H3 1.05 2.03 0.00
H4 -0.68 1.47 -0.28
H5 1.67 -0.28 0.40

Properties
Charge = +1
Multiplicity = 3
Total energy = -226.2615 Eh
LUMO level (spin up / spin down) = -5.5 / -9.2 eV
HOMO level (spin up / spin down) = -12.21 / -18.00 eV
Gap between HOMO and LUMO (spin up / spin down) = 6.69 / 8.83 eV
⟨S²⟩ = 2.009


Computed relative energy (zero: lowest compared OMol25 entry of this formula, charge and spin), in the same sequence as the records: 107.30; 85.97; 85.99 kcal/mol.